DFT (ωB97M-V/def2-TZVPD) results for C14H12ClMnN5O6 as an isolated structure at a distorted geometry.

Geometry as ORCA input:
```
! RIJCOSX wB97M-V def2-TZVPD def2/J DEFGRID3
* xyz 0 2
Mn 1.6885 1.4699 -0.5400
O -3.5597 3.6824 1.0699
C -3.7950 2.5433 0.4653
O -4.9009 2.0661 0.3986
C -2.6313 1.8375 -0.1573
C -2.7465 0.6436 -0.8650
Cl -4.1953 -0.1973 -1.0784
N -1.5122 0.2822 -1.3164
N -0.6157 1.2035 -0.9205
C -1.2557 2.1389 -0.2255
C -0.4360 3.2506 0.3927
O -1.0097 4.2008 0.9198
O 0.8112 3.0609 0.3230
C -1.0736 -0.8544 -2.0350
C -1.9592 -1.8297 -2.4869
C -1.4849 -2.9720 -3.1060
C -0.1305 -3.1502 -3.3180
C 0.7501 -2.1574 -2.9209
C 0.2906 -1.0230 -2.2789
H -2.6014 3.9870 1.0364
H -3.0164 -1.7034 -2.3558
H -2.1908 -3.7227 -3.4233
H 0.2360 -4.0488 -3.7867
H 1.8066 -2.2574 -3.1113
H 1.0223 -0.2579 -1.9787
C 2.4702 -2.2882 3.2692
N 1.8960 -0.9687 3.0951
C 1.6125 -0.1557 4.2606
C 1.8887 -0.4443 1.9189
N 1.8502 -0.0545 0.8220
H 1.8904 -2.8403 4.0093
H 3.5125 -2.2323 3.5944
H 2.4294 -2.8195 2.3205
H 1.0437 -0.7445 4.9816
H 1.0197 0.7066 3.9625
H 2.5344 0.2009 4.7284
O 2.6214 1.7357 -2.5633
N 3.7974 1.9246 -2.1664
O 3.9432 1.7879 -0.9340
*
```

## Properties
Kohn-Sham gap (alpha / beta): 8.769 / 8.826 eV
energy: -2877.00009 hartree
E_HOMO (alpha / beta): -9.45 / -9.30 eV
lowest unoccupied orbital energy (alpha / beta): -0.025 / -0.017 Ha